(1)
The following is a quantum chemistry calculation of 2 unconnected molecules or ions with the total composition C8H21NSi at a distorted geometry, from the Open Molecules 2025 dataset.

For the energy above the lowest of the compared OMol25 structures with the same formula, charge and spin, the calculation gives 560.89 kJ/mol. The calculation puts the HOMO energy (spin up / spin down) at -0.2872 / -0.2979 Ha. The orbital gap (spin up / spin down) is 7.066 / 7.572 eV.

The geometry in XYZ format:
```
31
Properties=species:S:1:pos:R:3:forces:R:3:lowdin_charge:R:1
C -1.2221 0.0877 -3.4485 1.805 0.234 1.131 -0.073
C 0.2872 -2.6183 0.6941 -1.487 0.131 -1.934 -0.076
C 0.4495 2.4328 0.2393 0.712 1.272 -0.226 -0.077
C -0.1216 -0.1493 -2.4103 -2.253 3.171 1.886 -0.168
C 1.0828 -1.3078 0.3836 0.542 -2.195 0.502 -0.210
C 1.2985 1.1349 0.2330 -3.822 2.097 -1.201 -0.194
C -0.6838 -0.0072 -0.9222 4.557 0.897 -1.209 -0.135
C 0.4152 -0.0279 0.1048 -1.474 -1.545 -1.208 -0.175
N -1.2760 0.4220 2.0293 1.626 0.149 -2.098 -0.153
Si -0.3608 0.1710 3.3705 -0.063 0.692 -1.677 0.352
H -0.6635 0.2265 -4.3335 -0.061 0.309 -1.473 0.065
H -1.8359 -0.7232 -3.5212 -1.587 -2.501 -0.475 0.041
H -1.8951 0.8887 -3.2461 0.023 1.071 0.297 0.076
H -0.6529 -2.4363 1.1974 -0.030 0.535 0.617 0.052
H -0.1316 -3.1069 -0.2580 1.048 0.654 0.958 0.092
H 0.7921 -3.3981 1.2502 0.548 0.206 0.009 0.066
H -0.0679 2.6414 -0.7414 0.218 -0.516 1.298 0.099
H 0.9213 3.3956 0.4961 1.035 -0.519 -0.596 0.078
H -0.1316 2.3817 1.1218 -1.788 -0.465 0.264 0.033
H 0.3780 -1.0309 -2.4325 1.100 -3.062 -0.667 0.069
H 0.6178 0.5856 -2.6509 0.675 0.745 0.446 0.097
H 1.8875 -1.6406 -0.3253 -0.962 0.842 -0.613 0.152
H 1.7904 -1.0524 1.1271 0.440 -0.174 1.812 0.082
H 1.8720 1.2525 -0.6240 1.535 -0.527 -1.786 0.112
H 1.8681 0.9857 1.0502 2.106 0.018 2.747 0.056
H -1.0749 0.9108 -0.7543 -1.869 2.729 -0.158 0.055
H -1.3767 -0.7102 -0.7877 -2.644 -2.971 0.748 0.077
H -2.2186 0.2311 1.8205 -0.960 -0.467 -0.379 -0.049
H -0.6366 1.0425 4.3968 -0.577 1.752 1.999 -0.124
H 0.9617 0.4522 2.9387 1.549 0.300 -0.219 -0.084
H -0.2723 -1.0337 4.0026 0.058 -2.862 1.206 -0.133
```
Positions in Å, forces in eV/Å.

***

(2)
The following is a quantum chemistry calculation of a molecular structure, C8H22AlAs2F12N2O2 at a distorted geometry, from the Open Molecules 2025 dataset.

For the energy above the lowest of the compared OMol25 structures with the same formula, charge and spin, the calculation gives 417.51 kJ/mol. The calculation puts the HOMO energy at -0.5308 Ha. The orbital gap is 3.427 eV. Its total charge is +1.

The geometry in XYZ format:
```
49
Properties=species:S:1:pos:R:3:forces:R:3:lowdin_charge:R:1
Al 1.1356 -0.7195 0.0825 -1.044 1.044 0.120 1.452
As 4.3097 2.0026 2.2792 4.124 -0.006 1.728 0.917
F 5.2156 1.5941 0.7733 -1.252 0.579 1.540 -0.286
F 5.2433 0.6943 3.1237 -1.487 1.148 -1.263 -0.292
F 3.4466 2.2250 3.8402 0.069 0.010 -2.062 -0.286
F 3.3806 3.2205 1.3845 0.106 -0.554 0.830 -0.275
F 3.0439 0.8445 1.7348 -0.729 -0.608 -0.167 -0.386
F 5.5758 3.1666 2.8430 -2.024 -1.257 -1.180 -0.270
As -1.1182 2.4939 -2.4932 -1.117 1.920 -4.725 0.928
F -1.6136 1.3375 -3.8038 1.032 0.737 2.094 -0.281
F -0.2198 1.2432 -1.5092 -0.218 -0.060 -0.442 -0.360
F -0.6629 3.7437 -1.3434 0.022 -0.901 0.631 -0.252
F -2.0850 3.7508 -3.3689 1.469 -1.526 1.156 -0.271
F -2.5869 2.0990 -1.6086 1.077 -0.234 0.251 -0.261
F 0.3981 2.9019 -3.4092 -1.979 -0.998 1.488 -0.268
C -0.3395 3.9030 2.1432 0.109 0.810 -0.700 0.060
C -0.3746 2.3379 1.8683 -2.149 -2.142 2.097 -0.320
C -1.7953 1.7107 1.6028 1.191 1.237 -0.065 -0.124
O -1.5611 0.3799 1.1366 0.137 0.924 -0.122 -0.204
C -2.7758 -0.2948 1.2235 -0.910 -2.458 0.194 -0.086
N 0.5015 2.0989 0.7818 -0.372 2.019 1.822 0.197
H -1.0726 4.2228 2.8836 -0.765 -0.532 -0.367 0.117
H -0.4253 4.3721 1.1630 -0.585 0.436 0.221 0.094
H 0.5491 4.3372 2.6013 0.699 -0.890 -0.206 0.109
H -0.0231 1.9201 2.8116 0.410 -0.363 -0.071 0.161
H -2.3849 2.2142 0.8367 0.273 0.330 -0.308 0.134
H -2.3652 1.7803 2.5293 -0.028 -0.518 0.111 0.145
H -2.8292 -1.2028 0.6228 0.831 0.083 -0.681 0.084
H -3.6786 0.2342 0.9182 0.289 0.679 0.447 0.124
H -2.8217 -0.7773 2.1998 -0.579 0.583 0.578 0.119
H 0.0977 2.8074 0.1859 -0.249 -0.624 -2.998 0.074
H 1.2461 2.6717 1.1527 2.960 -0.980 -0.328 0.094
C 0.9906 -5.5110 -1.6088 -0.157 -0.360 -1.736 -0.027
C 0.7003 -4.0420 -1.4299 0.323 1.962 1.185 -0.409
C -0.7607 -3.5948 -1.5391 0.268 -0.390 -1.248 -0.181
O -1.0032 -2.2067 -1.2743 0.393 -0.098 0.851 -0.271
C -2.1424 -1.7576 -2.0784 0.541 0.519 -0.345 -0.028
N 1.2624 -3.7434 -0.0961 -1.106 0.616 0.325 0.087
H 2.0340 -5.8026 -1.4886 0.200 0.450 0.429 0.100
H 0.8761 -5.7179 -2.6728 -0.597 -0.483 -0.056 0.107
H 0.3901 -6.1653 -0.9768 -0.213 0.126 -0.179 0.108
H 1.3003 -3.3271 -1.9928 -0.097 -0.699 -1.256 0.141
H -1.4709 -4.2174 -0.9949 0.109 -0.040 0.491 0.148
H -0.9748 -3.7789 -2.5919 -0.258 0.020 -0.185 0.138
H -2.5782 -0.8240 -1.7226 0.438 -0.045 0.402 0.083
H -2.9229 -2.5184 -2.0693 0.166 -0.109 -0.112 0.108
H -1.7301 -1.5489 -3.0656 -0.423 -0.213 -0.192 0.108
H 0.5821 -4.1665 0.5190 -0.018 0.207 1.096 0.102
H 2.0373 -4.3910 -0.1032 1.119 0.650 0.908 0.096
```
Positions in Å, forces in eV/Å.

***

(3)
The following is a quantum chemistry calculation of a molecular structure, C8H22B2O27Rb at a distorted geometry, from the Open Molecules 2025 dataset.

For the energy above the lowest of the compared OMol25 structures with the same formula, charge and spin, the calculation gives 107.23 kJ/mol. The calculation puts the HOMO energy at -0.2709 Ha. The orbital gap is 7.810 eV. Its total charge is -1.

The geometry in XYZ format:
```
60
Properties=species:S:1:pos:R:3:forces:R:3:lowdin_charge:R:1
Rb 7.8320 -19.5417 -19.8290 0.048 0.588 -0.592 1.083
O 8.1114 -16.9254 -21.5464 -0.744 -2.870 0.067 0.100
C 8.9378 -16.0791 -21.4076 -3.106 0.002 -1.254 -0.471
O 9.6744 -15.6084 -22.3250 1.665 -0.506 -2.436 0.322
B 10.1624 -14.3208 -21.9397 0.761 1.055 -0.167 -0.813
O 9.6179 -14.1691 -20.5983 1.609 4.593 -1.291 0.310
C 8.8956 -15.1392 -20.3113 1.530 -2.030 4.325 -0.470
O 8.6881 -15.4357 -19.1606 -1.945 -0.500 0.868 0.153
O 9.7738 -13.2076 -22.8677 -3.342 -3.656 1.665 0.279
C 10.8224 -12.6999 -23.3245 0.410 7.533 -2.401 -0.424
O 10.8075 -11.5439 -23.8080 0.615 -3.325 -0.056 0.112
C 11.9597 -13.2719 -22.6346 5.338 4.200 0.430 -0.461
O 11.6470 -14.2141 -21.8842 -3.005 -4.675 2.071 0.276
O 12.9717 -12.6426 -22.3907 0.135 -0.365 -1.620 0.172
O 15.1343 -14.3948 -19.8786 -1.656 -0.443 -1.239 0.146
C 13.9507 -14.7845 -19.8822 9.281 3.356 0.266 -0.467
O 13.6466 -15.9626 -19.8934 -3.299 -6.653 -0.167 0.340
B 12.4108 -16.0411 -19.0520 -0.257 0.344 -0.254 -0.757
O 12.0292 -14.6479 -18.8291 -2.224 -3.036 0.975 0.281
C 13.0044 -14.0052 -19.2647 -2.057 9.488 -0.044 -0.452
O 13.0342 -12.7683 -19.1899 0.561 -2.056 0.192 0.100
O 11.2736 -16.7808 -19.6890 1.562 3.064 -1.737 0.314
C 10.9805 -17.7019 -18.9057 -1.627 -3.356 -0.691 -0.458
O 10.3575 -18.6972 -19.1942 -1.076 -0.201 0.035 0.019
C 11.7986 -17.6504 -17.7236 3.026 -3.299 4.617 -0.366
O 12.6769 -16.6857 -17.7434 -0.689 0.893 -1.737 0.264
O 11.9305 -18.5945 -16.9513 -0.951 1.122 -0.729 0.145
O 14.4027 -13.6854 -16.5561 -1.141 1.439 0.303 -0.005
H 15.1318 -14.1920 -16.8398 1.468 -1.115 -0.450 0.021
H 14.6672 -12.7738 -16.7748 -0.360 -0.408 0.134 0.045
O 8.3589 -19.7370 -17.2462 -4.023 -0.264 0.520 -0.195
H 7.8983 -20.3971 -16.6806 -0.182 0.968 -0.431 0.073
H 9.2019 -20.0571 -17.1066 3.849 -0.539 0.163 -0.076
O 10.5111 -20.8906 -16.3291 -2.066 -0.364 -0.279 -0.012
H 11.4341 -20.8840 -16.3519 2.314 0.208 -0.235 0.034
H 10.2415 -21.2741 -15.5036 -0.028 -0.490 0.684 0.073
O 12.5181 -10.8702 -17.2070 0.328 -1.155 1.060 -0.091
H 12.5947 -11.2611 -16.3036 -0.241 0.491 -0.970 0.040
H 12.6130 -11.6604 -17.7874 -0.122 0.794 0.072 -0.013
O 10.2378 -18.8637 -14.3075 -0.298 -1.595 0.117 -0.063
H 10.4005 -17.9443 -14.4907 0.444 0.753 -0.309 -0.024
H 10.3993 -19.3713 -15.1247 -0.037 0.975 0.340 -0.022
O 11.0658 -13.8880 -16.3979 -0.899 0.332 -0.771 -0.033
H 11.4965 -13.7892 -17.2547 0.977 -0.068 0.186 0.018
H 10.1770 -13.8016 -16.7841 -0.261 -0.034 0.829 0.074
O 13.7374 -19.3119 -14.3082 0.505 0.582 0.698 -0.064
H 13.4423 -18.5031 -13.8208 -0.262 -1.239 -0.746 0.078
H 13.0151 -19.7167 -14.7930 -0.415 0.649 0.268 0.012
O 14.5239 -16.9011 -15.4795 1.050 2.073 -0.058 -0.036
H 14.1488 -16.5056 -16.2722 -0.171 -0.212 0.173 0.009
H 14.1663 -17.7572 -15.3939 -0.655 -1.750 -0.159 -0.048
O 12.1540 -10.5169 -20.3886 2.415 0.165 -0.407 -0.024
H 11.2437 -10.5891 -20.2943 -2.565 -0.159 0.293 -0.006
H 12.4943 -11.4221 -20.3059 0.050 0.459 -0.075 -0.004
O 10.9553 -16.2627 -15.0634 -0.469 -0.463 -0.145 -0.040
H 10.3176 -16.1825 -15.7744 -0.682 -0.351 -0.069 0.042
H 11.4371 -15.4789 -15.3129 0.930 0.849 0.306 0.017
O 16.4709 -11.9569 -19.2065 0.018 0.899 1.145 -0.047
H 16.3092 -12.8538 -19.4405 -0.119 -1.375 -1.029 -0.028
H 15.8156 -11.9044 -18.4957 0.087 0.680 -0.254 0.015
```
Positions in Å, forces in eV/Å.

***

(4)
The following is a quantum chemistry calculation of 6 unconnected molecules or ions with the total composition C8H22Br4N2 at a distorted geometry, from the Open Molecules 2025 dataset.

Its multiplicity is 2. The calculation puts the HOMO energy (spin up / spin down) at -0.1617 / -0.1616 Ha. The orbital gap (spin up / spin down) is 6.248 / 2.865 eV. Its total charge is -1. As for the expectation value of S²: 0.752.

The geometry in XYZ format:
```
36
Properties=species:S:1:pos:R:3:forces:R:3:lowdin_charge:R:1
N -2.8575 -2.2560 1.7242 0.103 -0.958 0.461 0.175
H -2.0124 -1.9845 2.2060 0.325 1.037 1.621 -0.106
H -3.1682 -1.5066 1.1226 -0.216 0.332 -1.468 -0.115
H -3.6786 -2.5227 2.2485 0.227 0.357 0.853 -0.085
H -2.5142 -3.1418 1.3812 -0.005 -0.885 -2.055 -0.064
C 3.2611 -1.8136 -0.1902 1.940 -0.434 -0.768 -0.127
C 1.8608 -1.2441 -0.1938 -0.241 -0.935 -0.537 -0.206
C 1.7048 0.0731 -0.9973 1.768 0.220 0.578 -0.145
N 0.5334 0.9551 -0.7676 -1.021 -1.553 -1.048 -0.207
C -0.6843 0.0160 -1.0582 -1.282 2.038 0.575 0.032
C 0.5276 2.0928 -1.8225 -0.850 0.704 -0.339 -0.115
C 0.6572 3.3485 -1.0026 0.099 0.370 -0.517 -0.172
C -0.1479 2.9538 0.2155 0.742 2.032 1.005 -0.173
C 0.4671 1.6512 0.5948 -1.874 -0.555 -0.030 -0.106
H 3.3561 -2.8944 -0.0854 -0.984 -0.158 1.137 0.080
H 3.9679 -1.3662 0.5086 -0.168 0.171 0.120 0.073
H 3.7964 -1.8870 -1.1369 -0.162 1.199 -0.733 0.066
H 1.6030 -1.1969 0.8643 -0.640 0.566 -0.060 0.080
H 1.3065 -2.0791 -0.6223 -0.799 0.432 -0.015 0.114
H 1.7333 0.0263 -2.0859 0.133 -0.964 0.096 0.126
H 2.5783 0.6705 -0.7364 0.167 0.280 0.028 0.127
H -0.9181 -0.6686 -0.2429 0.941 -0.429 -0.303 0.096
H -0.6983 -0.3211 -2.0947 0.823 -0.562 0.339 0.118
H -1.5862 0.6282 -1.0506 -0.028 0.457 0.230 0.048
H -0.4341 2.1743 -2.3291 -0.346 -0.724 0.410 0.130
H 1.2067 2.0561 -2.6743 0.643 -0.819 0.594 0.130
H 0.3109 4.2429 -1.5204 -0.255 -0.168 -0.136 0.121
H 1.7202 3.5227 -0.8357 0.033 0.053 0.696 0.117
H -1.2290 2.9465 0.0763 0.042 -0.504 -0.510 0.133
H -0.0384 3.6677 1.0319 0.231 0.045 0.117 0.125
H -0.2581 1.1714 1.2520 0.485 -0.873 0.036 0.067
H 1.4180 1.7497 1.1185 0.149 -0.282 -0.565 0.144
Br -1.6233 -5.0649 -0.0347 -0.028 0.305 0.200 -0.707
Br -0.3408 -0.8639 3.4144 0.103 0.151 -0.315 -0.459
Br -5.2630 -2.9975 3.8748 -0.337 -0.065 0.251 0.211
Br -4.5566 -0.1379 -0.1519 0.278 0.120 0.055 -0.527
```
Positions in Å, forces in eV/Å.

***

(5)
The following is a quantum chemistry calculation of a molecular structure, C8H22CuN2O10S2 at a distorted geometry, from the Open Molecules 2025 dataset.

For the energy above the lowest of the compared OMol25 structures with the same formula, charge and spin, the calculation gives 72.24 kJ/mol. The calculation puts the HOMO energy at 0.0870 Ha. The orbital gap is 4.216 eV. Its total charge is -3.

The geometry in XYZ format:
```
45
Properties=species:S:1:pos:R:3:forces:R:3:lowdin_charge:R:1
Cu -0.9663 -1.3418 0.5846 1.076 0.275 0.892 0.336
S -0.2769 -0.1108 3.1148 0.216 -0.934 0.516 0.185
O 1.0878 -0.4101 3.5477 0.084 0.300 0.600 -0.414
O -0.9803 0.7812 4.0657 -0.147 0.307 0.165 -0.481
O -0.2347 0.5097 1.7618 -0.294 1.038 -1.353 -0.464
O -1.0510 -1.3749 2.9235 -0.734 -0.286 -0.026 -0.444
S 1.5784 -2.8683 -0.2480 0.705 -1.163 1.033 0.227
O 1.6390 -4.3577 -0.3048 -0.260 0.140 0.034 -0.478
O 0.7088 -2.4078 -1.3708 -0.194 0.352 -1.086 -0.468
O 0.9715 -2.3883 1.0230 -0.601 -0.149 -0.671 -0.386
O 2.9438 -2.3310 -0.3655 0.272 0.414 -0.582 -0.441
C -1.8851 -2.6982 -2.5849 -0.521 0.026 -0.119 -0.072
C -2.3507 -1.2852 -2.1859 1.341 -0.381 -0.106 -0.407
C -3.5071 -1.2146 -1.2017 -0.094 0.679 0.262 -0.224
O -3.3206 -1.9187 0.0051 -0.127 -0.293 -0.075 -0.196
C -4.0855 -3.1067 0.0929 1.045 0.020 -0.396 -0.102
N -1.1829 -0.5681 -1.6434 -0.519 0.241 -0.029 0.045
H -0.9470 -2.6643 -3.1399 -0.209 0.183 -0.277 0.068
H -2.6820 -3.1809 -3.1629 0.073 -0.211 -0.063 0.059
H -1.5826 -3.3262 -1.7449 -0.302 0.237 0.268 0.080
H -2.7040 -0.7194 -3.0607 -0.173 -0.303 -0.258 0.118
H -4.4707 -1.4805 -1.6566 0.019 -0.177 -0.151 0.110
H -3.5514 -0.1526 -0.9352 -0.190 -0.012 0.123 0.122
H -5.1185 -2.8677 0.3567 -0.149 -0.191 0.018 0.077
H -3.6032 -3.7642 0.8148 -0.165 0.265 0.370 0.097
H -4.0098 -3.6560 -0.8523 -0.398 0.028 -0.119 0.075
H -0.3095 -1.0888 -1.7921 0.164 -0.450 0.441 0.026
H -1.0649 0.3140 -2.1281 -0.148 0.222 0.416 0.075
C 1.8963 2.2346 -1.1395 0.380 1.989 -0.065 -0.087
C 2.7517 2.0338 0.1281 -1.748 -1.647 -0.576 -0.413
C 2.4420 3.0461 1.2330 0.815 -0.092 0.393 -0.167
O 2.9205 4.3588 0.8892 -0.106 0.517 -0.975 -0.220
C 2.8648 5.2802 1.9352 -0.233 -0.356 -0.094 -0.166
N 2.4129 0.6803 0.5813 0.239 0.059 0.547 0.061
H 0.8481 2.3605 -0.8584 -0.012 -0.176 0.147 0.072
H 1.9553 1.4140 -1.8495 0.284 -0.147 0.128 0.065
H 2.2016 3.1786 -1.6348 -0.174 -0.141 -0.263 0.048
H 3.8169 2.0298 -0.1185 0.084 0.327 0.020 0.122
H 3.0062 2.7966 2.1387 -0.286 -0.611 0.029 0.125
H 1.3762 3.0783 1.4761 -0.052 -0.144 -0.075 0.131
H 2.9566 6.2904 1.5308 0.128 0.010 -0.138 0.066
H 3.6809 5.1085 2.6475 -0.032 0.008 0.219 0.076
H 1.9041 5.2296 2.4603 0.011 -0.057 0.164 0.085
H 2.4991 0.0111 -0.1774 0.648 -0.212 0.064 0.042
H 1.4225 0.5469 0.8450 0.286 0.497 0.650 0.037
```
Positions in Å, forces in eV/Å.

***

| no. | DFT total energy (eV) |
| --- | --- |
| 1 | -17999.14993 |
| 2 | -176601.17898 |
| 3 | -65955.03207 |
| 4 | -291804.28369 |
| 5 | -98414.29222 |